*1*
# C45H112BeN7O15

A structure of composition C45H112BeN7O15 (ωB97M-V/def2-TZVPD, OMol25).

Calculated values
- HOMO energy (eV) = -9.404
- total charge = +1
- HOMO-LUMO gap (eV) = 2.2

```
180
Properties=species:S:1:pos:R:3:mulliken_charge:R:1
H -2.8911 -1.2729 -7.2742 0.357
H 11.5966 4.2848 -3.7756 0.202
H 7.2285 -0.4201 0.6983 0.240
H -0.0942 1.3750 -1.4473 0.286
C 0.3008 1.5314 -0.4435 -1.175
N 8.2446 1.0557 1.8478 -0.312
C -4.0621 1.0636 -8.3531 -0.571
C -0.2196 -4.3277 7.9790 -0.756
H 0.0829 0.6785 1.5464 0.149
Be -5.0560 4.1945 1.8349 0.684
O 5.1695 -10.7895 -1.8908 -0.343
C 2.9026 -10.4114 -2.4623 -0.709
H -6.6432 1.0298 -6.7807 0.174
H -7.6818 2.1471 5.9560 0.457
H -5.6854 -2.0823 6.8073 0.264
H -7.7511 2.4702 -6.9907 0.243
H 11.3811 5.2745 -5.2920 0.287
C 11.1169 5.1450 -4.2425 -0.720
H -2.0004 5.7859 5.0517 0.304
H 4.4295 -5.5702 1.0218 0.307
H 4.8936 5.4759 -3.8369 0.393
H 5.2495 4.5304 -2.4276 0.350
H 3.9841 -4.9517 -0.6088 0.283
N 3.1973 -9.0410 -2.1043 -0.419
H 2.8064 -9.4050 -0.0419 0.292
H 10.4985 0.5234 -0.8457 0.509
O 9.7552 4.8991 -4.2953 -0.259
H -1.8749 -1.1834 5.8924 0.417
H -1.5489 0.6494 -7.7134 0.373
H -4.2797 -2.6744 -5.8012 0.315
C -7.0133 3.0765 -1.7625 -0.908
H 5.9238 -11.3646 -0.0470 0.311
H 0.4970 -1.1902 0.1835 0.396
H -5.4420 1.8969 -9.7879 0.406
C -1.7484 -3.3534 6.3772 -0.627
O 4.3391 -7.0440 -0.4073 -0.283
H 1.4489 -8.7017 -0.8232 0.328
C -6.6859 1.6803 -1.2796 -0.586
C 7.0176 0.5200 1.2080 -0.223
H -3.8538 5.7049 -2.5315 0.448
H -3.3570 0.7606 -9.1271 0.454
C -3.6017 4.7915 -1.9928 -0.863
C 5.9831 0.2415 2.2551 -0.706
H 10.0370 -2.9405 -0.3800 0.248
H -7.3687 3.0273 -2.7918 0.411
H -4.6371 0.2191 -7.9734 0.380
O -5.9453 2.6924 -7.8535 -0.352
H -1.7453 -1.1986 -6.0089 0.495
H -9.6980 4.9115 2.6085 0.333
C -2.6113 -0.6716 -6.4092 -0.547
H -2.4201 -4.2115 6.3524 0.335
H 11.0984 -1.8245 -1.2233 0.308
O 5.7049 2.1212 -3.6829 -0.215
O 6.5345 -0.7107 3.1123 -0.272
H 2.5485 -6.5273 -1.1144 0.353
H -4.3301 3.0200 -9.0863 0.339
H -7.5642 1.8205 4.2896 0.323
H 4.6876 -1.4661 3.6894 0.310
O 9.7012 -1.0779 0.1476 -0.316
H 0.4506 -4.6704 7.1906 0.297
C -0.5275 -0.8298 0.2769 -1.155
H 3.8744 -12.3667 -2.1728 0.469
C -2.2007 0.7200 -6.8426 -0.853
H -3.5770 -3.5835 8.1110 0.114
H -2.5231 -1.3115 8.0378 0.308
H 10.3478 1.5170 1.3360 0.454
H -2.2315 4.8679 3.5291 0.123
H -6.5737 -0.3929 0.5137 0.330
H 7.4958 4.1391 -3.4090 0.260
H 5.6128 0.8428 -5.4052 0.306
N -3.2415 -1.5332 7.3634 -0.387
H -4.6434 -2.0978 -4.1673 0.249
H 0.3203 2.6106 -0.2914 0.314
C -7.5711 -3.8887 7.8452 -0.678
H -2.6794 4.3656 -2.3879 0.341
H -5.3913 2.1207 5.2955 0.235
C -3.9219 -2.0496 -4.9828 -0.846
C -4.9768 2.1770 -8.8429 -0.826
H 3.1559 -10.5354 -3.5152 0.348
H -1.0289 -3.4055 5.5600 0.486
H 1.8914 -10.7906 -2.3147 0.351
H -8.2897 -4.1483 8.6226 0.258
H 5.0632 -0.1740 1.8438 0.384
H -6.1169 4.9088 5.7980 0.273
H -3.5016 3.4749 6.3507 0.426
H -8.1770 4.5923 5.2094 0.394
C -2.8442 6.2630 -0.2608 -0.770
N -3.4275 1.4892 -7.1070 -0.290
C -2.3459 4.8499 4.6129 -0.656
H -1.0650 -0.9732 -0.6605 0.258
C 5.5085 4.6498 -3.4796 -0.798
H 5.5928 3.4708 -5.2129 0.339
H 4.1210 3.3378 -4.2399 0.393
C -7.0142 1.8090 -7.4466 -0.585
H -7.5193 1.3402 -8.2911 0.311
O -7.8082 4.2064 3.3181 -0.116
H -3.2464 7.0710 -0.8720 0.336
H -0.8792 -5.1421 8.2787 0.300
H -1.6147 1.1587 -6.0350 0.339
H 5.1732 -0.2367 4.7568 0.338
C -2.5555 -1.9823 6.1866 -0.682
N -5.9468 2.9388 5.0903 -0.054
H 8.7766 0.3902 -0.9814 0.307
C 6.2049 -11.4096 -1.0991 -0.760
H -3.9155 5.1764 6.6830 0.382
H 4.1890 -8.9491 -1.9360 0.380
H -3.2484 -2.1567 5.3635 0.294
H 6.8373 6.3441 -5.1713 0.399
C -0.4944 0.6615 0.6220 0.612
C 8.8673 5.9893 -4.6380 -0.687
H 5.6597 -5.4207 -0.1570 0.245
N 6.9255 4.9678 -3.4991 -0.341
C -5.7898 0.3634 0.4750 -0.787
O -3.7462 4.6613 4.8056 -0.150
H 3.6209 -11.6242 -0.6853 0.375
O -3.6015 -0.6731 -5.3437 -0.234
H -3.0388 -2.4884 -4.5183 0.341
C 9.6020 0.2707 -0.2796 -0.534
H -7.2943 -4.8220 7.3547 0.296
H 8.9509 6.8350 -3.9554 0.377
H -5.4867 0.4162 1.5207 0.227
O -6.2581 1.6704 0.0235 -0.099
H 11.2579 6.0205 -3.6086 0.298
H -4.3137 -2.1750 9.0111 0.467
O -3.5203 5.0647 -0.5791 -0.088
H -8.0729 -3.1971 7.1686 0.274
C 7.3991 5.4819 -4.8120 -0.587
H -1.1448 -1.2959 1.0448 0.303
C 4.6008 -5.6565 -0.0512 -0.722
H -5.9105 1.2321 -1.9009 0.309
H 5.6529 1.1796 2.7012 0.372
H -5.0560 3.8525 -3.3269 0.485
H -6.1737 4.9042 -1.9445 0.283
H 8.4434 0.6232 2.7387 0.300
H -8.2882 5.4424 1.7423 0.193
C 2.5388 -8.6918 -0.8215 -0.536
H -1.7754 6.0799 -0.3711 0.287
H 6.0355 -1.7312 4.7589 0.278
C -7.3932 2.6157 5.0152 -1.002
H 7.1444 -10.8799 -1.2565 0.252
H 5.8310 0.1141 -3.8596 0.208
H 4.2607 0.9329 -4.2616 0.309
C -5.4125 -2.9575 7.3970 -0.505
H -4.9365 0.0715 -0.1372 0.310
O -1.6827 1.3159 0.9418 -0.343
C -8.2927 3.7429 4.5362 -0.541
H 7.3111 4.7541 -5.6186 0.277
H -4.4132 2.7685 -2.0784 0.330
H -1.7135 4.0127 4.9083 0.314
H -4.1194 1.2474 -6.4121 0.326
C 3.8687 -11.3764 -1.7175 -0.607
H -7.8860 3.4440 -1.2226 0.330
C 10.0745 -1.9727 -0.8802 -0.745
C 9.3723 1.3165 0.8930 -0.877
O -6.4211 -3.3053 8.3738 -0.318
H 9.1420 6.4211 -5.6004 0.418
C -5.6625 3.9622 6.0906 -0.562
C 5.2098 3.3667 -4.1977 -0.460
C -4.7366 3.7883 -2.2867 -0.750
H 6.5282 1.2103 0.5209 0.205
H -7.4399 0.9303 -1.5184 0.456
C 2.9449 -7.2572 -0.4086 -0.617
H 0.4082 -4.0011 8.8079 0.242
N -5.9314 4.0228 -1.5150 -0.082
C -4.0665 -2.6120 8.0436 -0.355
H -2.9508 6.5026 0.7972 0.211
H 9.3563 -1.9918 -1.6999 0.292
H 6.3524 -12.4543 -1.3730 0.301
C 5.3465 0.9559 -4.3543 -0.751
H -5.9048 3.6753 7.1139 0.331
H -8.6452 6.1293 3.3172 0.326
H 2.5414 -7.0713 0.5868 0.401
C -8.6565 5.2045 2.7403 -0.807
O -1.0591 -3.2534 7.6068 -0.313
C 5.5849 -0.9961 4.0920 -0.857
H -9.2802 3.2937 4.4309 0.401
H 9.2218 2.2618 0.3715 0.299
H -5.2494 -3.8117 6.7399 0.275
C -4.1472 4.3066 6.0683 -0.803
H 1.3513 1.2416 -0.4680 0.388
```

=====

*2*
# C45H112BeN7O15

A structure of composition C45H112BeN7O15 (ωB97M-V/def2-TZVPD, OMol25).

Calculated values
- HOMO energy (eV) = -9.380
- total charge = +1
- HOMO-LUMO gap (eV) = 4.8

```
180
Properties=species:S:1:pos:R:3:mulliken_charge:R:1
H 14.5030 13.0321 7.4083 -0.137
O 17.9644 12.9117 0.9045 0.003
H 17.8344 4.1824 3.9482 0.240
H 14.7824 6.2149 3.8262 0.195
C 4.1311 11.4716 11.3877 -0.774
H 16.9128 5.4205 0.6737 0.404
C 15.1441 11.1595 6.5394 0.764
H 6.7447 7.7884 8.1648 0.476
H 18.4199 14.9009 5.9577 0.553
C 19.4599 13.6481 3.8396 -0.963
O 13.1878 9.1333 10.7908 0.139
O 11.2604 4.5448 9.7194 -0.396
C 13.4659 11.5326 1.4506 -0.525
H 15.6530 9.0307 6.1409 0.294
H 18.2355 15.3465 3.7034 0.282
O 15.4394 11.6929 5.2578 -0.064
H 16.5054 16.2953 5.3385 0.545
C 10.9284 9.1486 7.2000 -0.340
H 8.0637 13.7143 6.9920 0.356
H 5.3223 10.3326 7.2666 0.456
H 19.1092 12.0032 5.3782 0.399
H 18.4301 4.0499 2.2953 0.283
C 16.3552 7.1414 1.9363 -0.275
C 16.2471 5.6689 1.5003 -0.627
H 19.0766 9.5074 3.4454 0.399
H 17.3097 12.6761 8.4808 0.125
H 4.7892 12.3328 11.5027 0.318
H 13.4841 10.7688 12.1001 0.350
C 19.3358 12.1418 4.3210 -0.709
H 12.6657 6.8782 4.5051 0.442
H 16.2907 11.8496 11.3729 0.447
H 9.0342 7.4256 7.4685 0.442
H 4.9602 9.1100 8.4459 0.492
H 19.2271 13.9305 -0.3856 0.397
H 14.6723 9.2898 7.6005 -0.085
H 12.6354 11.9602 0.8888 0.424
C 11.2882 5.9211 9.4367 -0.566
H 14.8693 8.0806 10.1114 -0.093
H 16.6497 3.7466 10.0695 0.312
H 10.2079 11.6766 7.9672 -0.277
H 9.5058 12.3226 10.8107 0.415
C 12.9883 7.2932 3.5502 -0.320
O 4.6755 10.4759 10.4272 -0.347
H 14.5427 8.0590 11.8780 0.442
H 17.8075 3.8811 8.6808 0.296
N 15.8669 10.9850 1.3505 1.383
O 8.3014 12.2010 8.4970 -0.403
H 14.3987 7.5295 1.4493 0.425
C 5.4747 10.0615 8.3113 -0.992
H 12.5249 7.5191 8.9611 -0.269
H 5.6912 11.9858 9.3401 0.247
H 14.9286 12.4437 0.1702 0.446
C 21.7839 11.7221 10.5648 -0.760
H 11.8882 11.1472 9.7333 0.103
C 9.6776 12.2719 8.7105 -0.065
H 8.5046 12.1236 6.5047 0.279
H 18.3297 5.6544 3.1028 0.276
H 3.0882 11.7535 11.2427 0.293
N 13.2424 5.7726 7.8703 -0.244
H 16.9268 2.4014 8.9780 0.278
C 14.7191 11.4449 0.5530 -0.977
H 17.3958 9.5747 3.2743 -0.233
H 19.8696 13.7028 2.8310 0.310
H 10.7741 9.6131 11.3530 0.261
Be 16.0598 13.0292 3.0808 0.878
C 12.6659 12.2816 3.5937 -0.573
H 16.5501 6.0014 8.4769 0.624
H 22.1734 12.2853 9.7168 0.397
H 15.8351 13.2725 9.1399 0.274
H 14.4384 16.5836 4.2956 0.337
H 13.1586 4.8094 8.1623 0.402
H 20.2212 13.1059 11.1605 0.324
H 17.8023 10.2331 1.2142 0.201
H 13.9413 9.4393 6.0023 0.025
H 16.9206 7.6943 1.1862 -0.099
H 10.9094 6.4960 10.2818 0.443
H 13.8624 11.6443 8.2492 0.225
C 14.5725 7.2371 3.5113 0.006
H 13.3141 6.3326 9.9310 0.210
O 13.7267 12.2662 2.6610 0.024
H 15.2260 5.4657 1.1775 0.261
O 9.5330 9.4172 7.3028 -0.386
C 17.3218 11.9075 11.0243 -0.330
O 15.7543 4.0412 8.2715 -0.382
C 14.6432 6.0917 7.6160 0.868
H 11.4514 9.1920 8.1553 -0.036
H 24.2385 10.9590 11.2112 0.298
H 20.3148 11.6852 4.1759 0.416
C 12.7751 9.9870 11.8277 -0.934
C 14.1425 15.6502 4.7745 -0.997
C 14.5287 8.6605 10.9692 -0.425
H 13.2019 12.1809 6.7196 0.067
H 7.4816 10.5767 8.3665 0.227
C 14.1334 12.0172 7.2615 -0.926
N 11.2594 11.4472 10.4645 -0.310
C 23.9168 11.8916 11.6748 -0.747
H 6.8595 12.4408 7.0692 0.286
C 18.3225 11.6381 12.1374 -0.990
N 15.0407 7.7125 2.2072 0.199
H 12.7123 9.3199 12.6874 0.434
C 18.2098 10.0515 3.8205 -0.702
H 4.0063 11.4801 8.9203 0.413
N 18.1252 14.3767 3.9631 -0.045
H 18.0031 9.8785 4.8766 0.433
O 16.5188 4.8264 2.6100 -0.290
N 19.6415 11.1336 11.7059 -0.503
C 7.2752 8.6261 7.7121 -1.033
H 17.5038 13.4180 5.8212 0.236
O 22.5062 12.0583 11.7659 -0.293
H 12.0824 4.6497 3.7584 0.267
O 12.3471 6.4146 2.5924 -0.493
C 14.8487 9.6227 6.5776 -0.297
H 12.5557 8.2841 3.4125 0.023
C 11.3716 10.5041 11.5456 -0.456
H 14.5636 10.7705 -0.2891 0.467
H 17.7044 14.7148 -0.1874 0.311
H 20.2156 14.1779 4.4195 0.585
H 24.3800 11.8510 12.6606 0.253
C 17.8084 11.9378 -0.0855 -1.265
H 14.8838 5.7816 6.5991 0.107
H 13.8581 15.8975 5.7972 0.348
H 11.1619 8.1932 6.7300 0.735
H 15.4817 5.6723 9.6441 0.449
H 18.0017 10.9198 12.8919 0.429
H 18.9363 14.7236 1.1414 0.215
C 12.4573 5.0147 2.8021 -0.521
H 11.3790 9.8707 6.5191 0.038
H 9.6543 4.4590 11.0850 0.312
H 15.3070 9.4180 11.0615 0.023
O 15.2456 14.7344 4.7891 -0.040
H 13.1647 10.5166 1.7058 0.213
H 10.5691 6.1240 8.6431 0.068
H 9.9620 2.9919 10.2840 0.286
H 9.9709 13.3215 8.6869 0.500
H 15.5326 10.0850 1.6639 -0.851
H 9.2734 4.3027 9.3382 0.294
C 15.6279 5.4316 8.5911 -1.045
H 14.9365 7.9560 4.2454 -0.485
H 4.2066 10.9511 12.3424 0.271
H 13.2459 15.2879 4.2715 0.305
H 19.8536 11.9599 9.8417 0.085
C 20.3093 12.0724 10.8254 -0.110
O 18.3678 11.4633 3.5340 0.270
C 8.7688 8.3748 7.9340 -0.313
O 17.6063 13.1865 10.4068 -0.416
C 16.9138 13.4271 9.1644 -0.403
C 16.8530 3.4877 9.0304 -0.780
H 17.3899 11.1681 10.2264 0.313
C 12.6453 6.4420 9.0773 0.262
C 17.6291 14.4110 5.3896 -0.944
H 24.2912 12.7473 11.1129 0.283
C 9.9916 4.0698 10.1244 -0.778
N 6.9164 9.7553 8.5273 -0.050
H 11.0868 11.0138 12.4660 0.363
H 12.7922 12.9025 4.4806 -0.088
H 18.7943 11.6143 -0.4193 0.505
H 14.7512 7.1753 7.6633 -0.723
C 17.8594 4.6790 2.9783 -0.673
C 9.8458 11.5973 10.0715 -0.509
H 17.0162 7.2394 2.7974 0.385
C 18.4558 14.1412 0.3552 -0.958
H 9.3504 10.6288 10.0036 0.189
H 7.0408 8.7601 6.6561 0.328
C 17.0607 10.7238 0.5839 -0.835
H 21.9072 10.6792 10.2725 0.359
C 7.9121 12.6645 7.2427 -0.923
H 15.9515 15.1286 6.5964 0.299
H 13.5119 4.7464 2.7405 0.154
H 17.3020 12.3670 -0.9500 0.511
H 17.1718 14.3745 8.6912 0.302
H 12.3560 11.2900 3.9234 0.122
H 11.8812 4.5340 2.0114 0.273
H 20.2416 11.0900 12.5172 0.268
H 16.0456 11.3372 7.1258 -0.572
H 18.5235 12.5746 12.6576 0.413
C 4.9875 11.1566 9.2677 -0.359
C 16.2796 15.2531 5.5644 -0.714
H 16.9993 9.9585 -0.1899 0.661
H 11.8515 12.7797 3.0674 0.508
H 9.0102 8.3300 8.9960 0.191
```

=====

Stability ranking, top and bottom: *2* is the most stable and *1* is the least stable.